Entry 1:
16
Properties=species:S:1:pos:R:3:forces:R:3 method="wB97M-V/def2-TZVPD" de_lowest_kcal_mol=28.7 total_charge=-1 e_tot_ha=-957.8473 lumo_energy_ev=3.6 orbital_gap_ev=6.420
C 1.4991 1.3763 0.4673 0.6016 0.1196 2.0832
C 0.8143 0.0578 0.1459 -0.1747 -0.8776 1.6605
C -0.6838 0.2892 0.2609 0.0237 -1.9947 -2.8777
O -0.3332 -3.6158 1.0574 1.0151 -0.0139 1.0229
O -2.6810 -4.0049 0.3961 -0.0491 0.0688 -0.0306
Si -1.6229 -1.3220 -0.4583 2.3500 1.4510 -0.8418
S -1.3201 -3.5550 -0.0270 -0.9126 -0.2609 -0.6481
H 1.4295 1.7183 1.6179 -0.5146 -0.6395 -2.6133
H 2.5704 1.2746 0.3620 0.4792 0.1997 -0.4187
H 1.0963 2.1087 -0.2398 0.2918 0.3483 0.4427
H 1.1689 -0.3803 -0.8182 -0.3815 0.4090 0.6798
H 0.9483 -0.6971 0.9793 0.7367 0.5083 -1.1201
H -0.9148 1.2270 -0.2165 -0.6484 0.2868 -0.5614
H -0.8659 0.4021 1.2535 -0.7691 0.4674 3.0926
H -3.0161 -0.9451 -0.6080 -0.7590 0.1142 -0.4074
H -0.7161 -1.2625 -1.7733 -1.2891 -0.1867 0.5376


Entry 2:
41
Properties=species:S:1:pos:R:3:forces:R:3 method="wB97M-V/def2-TZVPD" de_lowest_kcal_mol=14.4 total_charge=-1 e_tot_ha=-3793.7356 lumo_energy_ev=0.4 orbital_gap_ev=4.120
Cl 2.2400 4.4779 2.2164 -0.5552 -0.5321 -0.0272
C 3.0774 5.9458 2.6702 -0.1198 -0.8599 0.5004
Cl 4.6964 5.9159 2.0073 0.9773 0.2073 -0.2557
C 2.3518 7.0905 2.0277 -0.5702 0.2776 -2.4584
O 2.1752 7.0840 0.8249 0.2418 -0.0008 0.7696
C 1.8918 8.1760 2.8416 -0.5937 1.4717 1.4596
Cl 1.0933 9.5108 2.0641 0.3695 -0.6553 0.0525
C 2.0681 8.1762 4.1918 -0.7007 1.2757 -1.2982
Cl 1.5347 9.5308 5.1111 0.1262 -0.3388 0.0226
C 2.6988 7.0831 4.8494 0.9433 -1.6388 0.6964
Cl 2.8775 7.1116 6.5803 -0.1790 0.1591 -0.4917
C 3.1620 6.0205 4.1503 0.0229 0.2146 1.5610
Cl 3.8646 4.6903 4.9976 -0.0998 0.2576 -0.5406
C 2.6193 -0.4145 6.1234 0.2825 -0.1858 0.2201
C 2.4226 -0.8981 4.8467 0.1334 -0.1983 -0.0233
C 1.5895 -0.2319 3.9776 -0.1317 0.1402 -0.0089
C 0.9462 0.9407 4.3628 0.4288 -0.5250 0.1984
C 0.0313 1.6844 3.4547 -0.5593 0.3960 -1.3535
C 0.0650 1.3883 2.0708 0.5722 -0.4866 -0.1809
C -0.7882 1.9619 1.0936 0.4193 0.2332 1.4055
C -0.8235 1.3636 -0.2679 0.1157 -0.5068 -0.5761
C -0.1631 0.1789 -0.5820 -0.0649 0.1396 0.1178
C -0.2431 -0.3619 -1.8441 0.1076 -0.1929 -0.1267
C -0.9933 0.2630 -2.8170 -0.0304 -0.1369 -0.3786
C -1.6700 1.4282 -2.5206 -0.0523 0.0106 -0.1288
C -1.5850 1.9722 -1.2572 -0.0257 0.1363 0.1446
O -1.5122 2.9231 1.3264 -0.8633 0.7551 -0.4418
O -0.7257 2.5161 3.9428 -0.4029 0.6716 1.1352
C 1.1439 1.4042 5.6560 -0.1297 0.1472 -0.0830
C 1.9744 0.7360 6.5284 0.0785 -0.0061 0.1372
H 3.2744 -0.9385 6.7995 0.1335 -0.1057 0.1758
H 2.9162 -1.8000 4.5222 0.0977 -0.1968 -0.0086
H 1.4153 -0.6446 3.0010 -0.0199 -0.0423 -0.2057
H 0.7838 0.6657 1.7422 0.1439 -0.1861 -0.0957
H 0.3999 -0.3444 0.1676 0.1179 -0.0597 0.1889
H 0.2775 -1.2796 -2.0656 0.0905 -0.1847 -0.0698
H -1.0539 -0.1651 -3.8036 -0.0369 -0.0857 -0.2403
H -2.2701 1.9066 -3.2774 -0.1124 0.1220 -0.1431
H -2.1226 2.8728 -1.0141 -0.0201 0.1797 0.1885
H 0.6213 2.2902 5.9705 -0.1652 0.2352 -0.0687
H 2.1186 1.1087 7.5286 0.0309 0.0947 0.2313


Entry 3:
9
Properties=species:S:1:pos:R:3:forces:R:3 method="wB97M-V/def2-TZVPD" smiles="O=PO.NS" de_lowest_kcal_mol=57.6 e_tot_ha=-947.1764 lumo_energy_ev=-0.2 orbital_gap_ev=8.670
O -1.7454 1.0843 -0.3345 -0.0027 -1.2368 1.5321
P -1.7676 -0.1199 0.5580 -0.8672 0.3885 -3.2636
O -2.2003 -1.4134 -0.4094 0.1548 0.0429 1.0187
H -2.5572 -1.5190 -1.3200 0.4997 0.8662 0.8309
N 1.0639 0.6063 0.3083 1.1697 -0.0566 0.6056
S 2.8042 0.4566 0.3589 -0.4242 -1.6546 0.5916
H 0.9973 1.6054 0.1902 -1.1869 -0.0121 -0.4810
H 0.6873 0.0196 -0.4252 0.1041 0.8033 -0.5130
H 2.7179 -0.7199 1.0737 0.5528 0.8591 -0.3213


Entry 4:
65
Properties=species:S:1:pos:R:3:forces:R:3 method="wB97M-V/def2-TZVPD" total_charge=+4 e_tot_ha=-2097.7566 lumo_energy_ev="-15.2 / -15.2" orbital_gap_ev="4.694 / 4.681"
P 3.4770 -0.6398 -0.0516 0.3793 -0.6623 -0.0441
C 3.8847 -0.7289 1.7182 -0.7219 0.2416 0.5148
H 4.9720 -0.6926 1.8720 -0.1975 0.0146 -0.2048
H 3.4989 -1.6441 2.1870 0.1318 0.1245 -0.2711
H 3.4277 0.1171 2.2458 0.2802 -0.0397 -0.0019
C 4.0041 -2.2775 -0.6495 -0.5787 -0.1117 -0.2888
H 3.8961 -2.3284 -1.7382 0.2427 -0.1128 0.0792
H 3.3634 -3.0552 -0.2137 0.1413 0.1392 -0.0389
H 5.0400 -2.5018 -0.3760 -0.0549 0.1818 -0.0509
C 4.6551 0.5549 -0.7421 -0.6195 0.2321 -0.1607
H 5.6873 0.1976 -0.6329 -0.2261 0.0715 0.0026
H 4.5153 1.5101 -0.2153 0.2401 -0.1862 -0.2185
H 4.4120 0.6908 -1.8048 0.3483 0.1186 0.1692
P -0.9893 3.2300 -0.3866 -0.1823 1.2150 -0.1043
C -1.0429 3.9705 1.2744 0.3388 -0.7864 0.5365
H -1.4146 5.0041 1.2419 0.0309 -0.2606 -0.1479
H -0.0428 3.9566 1.7234 -0.1191 0.2108 -0.1287
H -1.6743 3.3593 1.9324 -0.0815 0.2997 -0.1418
C 0.1013 4.3449 -1.3221 0.3402 -0.5729 -0.1173
H 0.0879 4.0546 -2.3808 0.0380 0.3177 0.1300
H 1.1237 4.2438 -0.9381 -0.1207 0.1390 -0.1277
H -0.2100 5.3883 -1.2028 -0.0669 -0.1560 -0.0804
C -2.6560 3.5334 -1.0469 -0.0379 -0.7038 -0.1348
H -2.8317 4.6037 -1.1951 0.1003 -0.0923 0.0684
H -3.4035 3.1288 -0.3529 0.0905 0.1574 -0.2016
H -2.7480 3.0179 -2.0108 -0.2293 0.2318 0.0699
P -2.5951 -2.3760 0.0730 -0.0152 -1.1519 0.0539
C -3.2637 -2.4429 1.7637 0.1923 0.9231 0.4715
H -3.9715 -3.2763 1.8881 0.2075 0.1939 -0.2120
H -3.7636 -1.4949 1.9970 -0.1850 -0.2645 -0.0421
H -2.4636 -2.5371 2.5113 -0.1183 -0.1899 -0.2629
C -4.0480 -2.4693 -1.0178 0.2636 0.7412 -0.1331
H -4.7216 -3.2879 -0.7325 0.2545 0.0755 -0.1098
H -3.7023 -2.5711 -2.0570 -0.3342 -0.1626 0.1955
H -4.5893 -1.5177 -0.9249 -0.0611 -0.2546 -0.1107
C -1.8184 -4.0225 -0.0619 0.4918 0.0684 -0.3121
H -2.5678 -4.8199 -0.0711 -0.0116 0.1328 0.0710
H -1.1128 -4.2096 0.7578 -0.2824 0.1010 -0.1503
H -1.2588 -4.0799 -1.0010 -0.0582 -0.2670 0.1075
Hf 0.1680 -0.3370 -0.9546 -0.2392 1.4175 13.4954
C 1.2228 1.4043 0.2264 2.7868 2.8893 3.0399
O 1.8108 2.1119 0.9465 -2.5485 -2.8133 -3.0726
C -1.7571 0.4374 0.2105 -3.3953 1.0752 3.2502
O -2.5857 0.7708 0.9663 3.3686 -1.2524 -3.2430
C -1.2451 -0.4348 -2.6745 -1.3520 0.4852 -1.4651
C -0.6067 -1.6879 -2.5046 -0.3316 -1.9833 -2.3073
C 0.8106 -1.7897 -2.4554 -0.1389 -0.9149 -2.0618
C 1.5635 -0.5930 -2.6322 1.3696 -0.4021 -2.3381
C 0.9152 0.6475 -2.8295 0.8427 0.7265 -1.2280
C -0.4908 0.7521 -2.7963 -0.6792 0.4528 -2.2326
H -2.3402 -0.3669 -2.6969 0.4499 -0.1831 0.0167
H -1.2062 -2.6035 -2.4476 0.2252 0.4661 -0.1130
H 1.3101 -2.7598 -2.3366 -0.2303 0.4213 0.0238
H 2.6450 -0.6464 -2.6747 -0.1464 0.0014 -0.2114
H 1.5079 1.5455 -2.9940 -0.0061 -0.1559 0.0706
H -0.9746 1.7270 -2.9055 0.1432 -0.4624 -0.1581
C 0.1468 -0.7037 3.0729 -0.0174 0.0725 0.5196
C 0.4660 -1.7447 2.0781 0.3540 -1.1625 -0.9329
N 0.7816 -2.9661 2.4795 -0.1836 0.8923 -0.4318
O 0.4434 -1.5092 0.8136 -0.0573 0.5340 0.1069
H 0.3101 -1.1129 4.0728 -0.0979 0.3529 0.0052
H -0.8964 -0.3841 2.9879 0.0435 -0.1363 -0.0222
H 0.7720 0.1836 2.9358 0.0323 -0.1675 0.0024
H 1.0271 -3.7145 1.8306 -0.1072 0.3025 0.2952
H 0.8034 -3.1392 3.4685 0.1051 -0.4112 0.3192